(1)
The following is a quantum chemistry calculation of one molecule with the formula H5N3O, from OMol25.

```
9
H5N3O | OMol25 | ωB97M-V/def2-TZVPD
O -0.7908 0.5596 0.5775
N -1.7591 -0.1409 -0.0482
N 0.5125 0.6194 -0.2716
N 1.6234 -0.1833 0.1357
H 1.4666 -0.4695 1.0536
H 0.7209 1.4485 0.0972
H -1.9148 0.2389 -1.0302
H 1.6039 -0.9454 -0.5203
H -1.4626 -1.1274 0.0063
```

For the HOMO-LUMO gap, the calculation gives 10.525 eV. Its total energy is -242.3404 Ha. As for the energy above the lowest of the compared OMol25 structures with the same formula, charge and spin: 47.9 kcal/mol. The HOMO energy comes out at -9.36 eV.

(2)
The following is a quantum chemistry calculation of a 2-piece molecular cluster, H5NO overall, from OMol25.

```
7
H5NO | OMol25 | ωB97M-V/def2-TZVPD
O -2.3970 -1.2430 0.3839
N 2.0162 0.9497 -0.3443
H 2.3039 1.1429 0.6204
H 1.0363 0.6510 -0.3088
H 2.5624 0.1428 -0.6622
H -3.3422 -1.0807 0.6041
H -2.1797 -0.5627 -0.2931
```

For the HOMO-LUMO gap, the calculation gives 10.934 eV. Its total energy is -132.9829 Ha. As for the energy above the lowest of the compared OMol25 structures with the same formula, charge and spin: 6.2 kcal/mol. The HOMO energy comes out at -10.16 eV.

(3)
The following is a quantum chemistry calculation of a 2-piece molecular cluster, H5NO overall, from OMol25.

```
7
H5NO | OMol25 | ωB97M-V/def2-TZVPD
O -2.3624 0.3604 0.0415
N 1.9441 -0.4495 0.1327
H 2.9006 -0.8010 0.0476
H 1.6092 0.3321 -0.5190
H 1.3550 -1.1587 -0.1361
H -3.2559 0.5513 -0.1800
H -2.1905 1.1653 0.6132
```

For the HOMO-LUMO gap, the calculation gives 10.757 eV. Its total energy is -132.9719 Ha. As for the energy above the lowest of the compared OMol25 structures with the same formula, charge and spin: 13.2 kcal/mol. The HOMO energy comes out at -9.84 eV.

(4)
The following is a quantum chemistry calculation of a 2-piece molecular cluster, H5NO3Si overall, from OMol25.

```
10
H5NO3Si | OMol25 | ωB97M-V/def2-TZVPD
Si -0.4571 -0.5636 0.1381
O -0.8728 -0.6899 -1.4432
O -0.9874 -1.8885 0.8894
O 1.9334 -0.5993 -0.2087
N -0.6950 1.0198 0.6932
H 2.1033 0.2261 0.3417
H -0.1525 1.4568 1.3512
H -1.2367 1.5318 -0.0303
H -0.0565 -0.7841 -1.9624
H -1.4757 -2.6298 0.4488
```

For the HOMO-LUMO gap, the calculation gives 9.542 eV. Its total energy is -573.0460 Ha. As for the energy above the lowest of the compared OMol25 structures with the same formula, charge and spin: 68.9 kcal/mol. The HOMO energy comes out at -9.49 eV.

(5)
The following is a quantum chemistry calculation of one molecule with the formula H5NOSSi, from OMol25.

```
9
H5NOSSi | OMol25 | ωB97M-V/def2-TZVPD
S -0.0469 2.0833 0.4196
Si 0.3802 -0.0839 0.4278
O 1.7919 -0.1585 -0.4880
N -1.0838 -0.7375 -0.1287
H 0.6260 -0.5079 1.7091
H -0.4541 2.0771 -0.9198
H -1.5982 -1.6196 0.1804
H -1.7155 0.0022 -0.4015
H 2.1003 -1.0551 -0.7988
```

For the HOMO-LUMO gap, the calculation gives 9.835 eV. Its total energy is -820.7583 Ha. As for the energy above the lowest of the compared OMol25 structures with the same formula, charge and spin: 5.8 kcal/mol. The HOMO energy comes out at -9.29 eV.

(6)
The following is a quantum chemistry calculation of one molecule with the formula H5NP2S2, from OMol25.

```
10
H5NP2S2 | OMol25 | ωB97M-V/def2-TZVPD
S 2.0190 1.2245 -0.0465
S -3.2974 0.7987 0.2718
P 1.1691 -0.5316 0.4593
P -1.6858 -0.1320 -0.3218
N -0.4759 -0.0141 0.7852
H 1.6821 -0.3784 1.8180
H -0.8545 0.1905 -1.5082
H 2.7465 0.7094 -1.2261
H -1.9661 -1.4217 -0.4767
H -0.9672 0.4303 1.6509
```

For the HOMO-LUMO gap, the calculation gives 9.352 eV. Its total energy is -1536.8235 Ha. As for the energy above the lowest of the compared OMol25 structures with the same formula, charge and spin: 5.3 kcal/mol. The HOMO energy comes out at -9.03 eV.

(7)
The following is a quantum chemistry calculation of a 3-piece molecular cluster, H5O2S overall, from OMol25.

```
8
H5O2S | OMol25 | ωB97M-V/def2-TZVPD
S 0.6891 -0.5479 -0.5645
O 0.0140 2.8612 -1.1004
O -0.8321 -1.8913 1.7946
H 0.1318 1.9061 -1.2308
H -0.5387 -1.4497 0.9539
H -0.0232 2.7920 -0.1397
H 0.6313 -1.2145 -1.7160
H -0.0722 -2.4560 2.0027
```

For the HOMO-LUMO gap, the calculation gives 7.789 eV. As for the charge: -1. Its total energy is -551.7193 Ha. As for the energy above the lowest of the compared OMol25 structures with the same formula, charge and spin: 1.7 kcal/mol. The HOMO energy comes out at -3.44 eV.

(8)
The following is a quantum chemistry calculation of a 3-piece molecular cluster, H5O3 overall, from OMol25.

```
8
H5O3 | OMol25 | ωB97M-V/def2-TZVPD
O 0.2002 0.4206 -2.1090
O 0.2987 1.0862 0.5233
O 0.0762 -1.5790 1.0895
H 0.1334 -0.5965 0.9193
H 0.3244 -1.6329 2.0168
H 0.3436 0.4820 -1.1072
H -0.7527 0.5686 -2.0979
H -0.6239 1.2511 0.7652
```

For the HOMO-LUMO gap, the calculation gives 8.604 eV. As for the charge: -1. Its total energy is -228.7418 Ha. As for the energy above the lowest of the compared OMol25 structures with the same formula, charge and spin: 5.7 kcal/mol. The HOMO energy comes out at -3.78 eV.

(9)
The following is a quantum chemistry calculation of a 2-piece molecular cluster, H5PSi overall, from OMol25.

```
7
H5PSi | OMol25 | ωB97M-V/def2-TZVPD
P 1.3524 -0.0758 -0.3476
Si -0.8542 0.1613 -0.3524
H -0.5824 -2.1630 0.6421
H 2.0357 1.2707 -0.4133
H -1.6413 0.4629 -1.4816
H 1.3436 -0.0929 1.1137
H -1.6538 0.4368 0.8391
```

For the HOMO-LUMO gap (alpha / beta), the calculation gives 7.678 / 7.669 eV. Its total energy is -633.6660 Ha. As for the energy above the lowest of the compared OMol25 structures with the same formula, charge and spin: 78.9 kcal/mol. The HOMO energy (alpha / beta) comes out at -8.47 / -8.46 eV.

(10)
The following is a quantum chemistry calculation of a 31-piece molecular cluster, H62O31 overall, from OMol25.

```
93
H62O31 | OMol25 | ωB97M-V/def2-TZVPD
O -4.2658 0.8044 -1.6185
O 3.1705 1.7864 0.3640
O -0.8116 4.0277 -2.0409
O 2.5963 0.3637 2.7454
O -3.5500 2.2036 -4.2241
O 1.7474 -3.9361 -1.4731
O -5.5041 -0.6295 2.3120
O 1.8485 -4.5246 1.2274
O 4.3149 -2.6939 -1.8401
O 4.3643 4.6396 -1.0561
O -4.0911 -3.8990 -1.2561
O 0.4200 0.4606 -0.2073
O -1.7600 -2.6327 0.6842
O 1.2550 4.9529 3.5536
O 0.1778 4.0326 0.7602
O 2.8645 4.4998 1.2517
O -1.6507 0.2762 -4.7176
O 4.9795 -0.0707 -0.9862
O -4.3518 -1.7009 0.1959
O 5.4340 0.9032 2.2882
O -1.3035 0.1805 2.2019
O 0.0910 -2.3296 2.8353
O -3.3921 -0.6564 4.1233
O 0.2529 2.1258 2.7887
O 1.8023 -0.2691 -3.3069
O -2.2845 -1.3570 -2.6146
O -2.7128 2.7233 -0.6968
O -0.0745 1.5858 -2.8684
O 2.5222 -2.5352 3.4526
O 0.1131 -1.9424 -1.6627
O -1.2814 -5.0852 -0.9438
H -0.2934 -2.9375 2.1765
H 2.2411 1.5758 0.2206
H 4.3984 0.6373 -0.7443
H -0.8607 0.9716 2.5739
H -0.7772 1.1137 -3.3316
H -2.9565 -1.9943 -2.3684
H 2.0946 -3.8506 1.8934
H -0.3961 2.5234 -2.8840
H 1.3452 0.5280 -2.9503
H -0.9804 4.9288 -2.3025
H 1.1400 4.2064 0.8135
H 0.4457 5.0206 3.0458
H -1.0667 0.2265 1.2533
H -2.0621 -0.5161 -4.3213
H 6.1175 1.5601 2.1169
H 1.2417 -0.5092 -4.0222
H 3.5287 1.4274 1.1968
H -2.3681 0.9003 -4.8915
H 4.0244 5.0499 -0.2441
H -4.1721 2.5743 -4.8482
H -1.1776 -2.0814 0.1465
H 0.5992 -0.3532 -0.7112
H 3.2046 0.4177 3.4820
H 5.0780 -2.9114 -1.3240
H 0.8033 -1.3890 -2.1204
H -1.1899 -4.3142 -0.3725
H -0.2661 -1.4493 2.5653
H -1.5761 3.7376 -1.5058
H -1.4372 -1.8206 -2.4165
H -4.9565 0.4678 -1.0607
H -0.0481 3.9335 -0.1954
H 0.0802 1.0290 -0.9599
H 1.6141 -5.2881 1.7741
H -4.6143 -2.5330 -0.1769
H 0.1513 2.6712 1.9944
H 1.9847 -4.0450 -0.5311
H 5.0789 0.0378 -1.9220
H 2.4848 -0.6246 2.7126
H -0.5553 -5.0376 -1.5820
H -3.2123 -0.7213 5.0889
H -3.2147 -4.2200 -1.2325
H -2.5190 -0.6792 3.6535
H 0.5226 -2.8300 -1.6054
H 1.0450 1.6140 2.7341
H 3.9959 3.7232 -0.9918
H 3.4705 3.7243 1.2542
H -4.8513 -1.4977 1.0287
H -4.9377 -0.5939 3.0969
H -6.2878 -1.1780 2.4642
H 1.1339 4.0842 3.9522
H -3.8605 -0.0632 -1.8237
H 2.4766 -3.5337 -1.9588
H 3.0322 -3.0970 4.0715
H -3.1092 3.0596 0.0927
H 4.1067 -1.7938 -1.5570
H 2.6447 4.8540 2.1203
H -2.6804 -2.2563 0.7206
H 1.5482 -2.6426 3.4552
H -3.1916 1.8835 -0.8767
H -4.5654 -4.6741 -1.0111
H 5.5552 0.2145 1.6119
H -3.9241 1.4366 -3.7375
```

For the HOMO-LUMO gap, the calculation gives 10.598 eV. Its total energy is -2369.7912 Ha. As for the energy above the lowest of the compared OMol25 structures with the same formula, charge and spin: 5.0 kcal/mol. The HOMO energy comes out at -10.48 eV.